(1)
{"formula": "C46H47B2Cl5CsF2Ge2N11SSe", "method": "wB97M-V/def2-TZVPD", "total_charge": -2, "lumo_energy_ev": 3.564, "homo_lumo_gap_ev": 7.12, "total_energy_ha": -11907.85736, "relative_energy_kj_mol": 6.44, "multiplicity": 1, "elements": ["Cs", "C", "C", "C", "C", "N", "N", "B", "N", "C", "C", "C", "C", "N", "N", "C", "C", "C", "C", "N", "N", "C", "C", "C", "C", "N", "H", "H", "H", "H", "H", "H", "H", "H", "H", "H", "H", "H", "H", "H", "H", "H", "H", "H", "H", "H", "Cl", "C", "C", "C", "Cl", "C", "Cl", "C", "Cl", "C", "Cl", "F", "B", "F", "S", "C", "N", "C", "Ge", "C", "C", "Ge", "C", "C", "C", "C", "C", "C", "C", "C", "C", "C", "C", "C", "H", "H", "H", "H", "H", "H", "H", "H", "H", "H", "H", "H", "H", "H", "H", "H", "H", "H", "H", "C", "N", "C", "Se", "N", "C", "C", "C", "C", "C", "C", "H", "H", "H", "H", "H", "H", "H", "H"], "coordinates": [[-0.29132, -0.25722, 0.41874], [-0.09398, -1.41774, -4.52065], [-0.36478, -2.57017, -3.60788], [0.12868, -3.88662, -3.71943], [-0.43164, -4.55215, -2.65783], [-1.21711, -3.68157, -1.98525], [-1.16178, -2.45780, -2.55508], [-1.88904, -4.05153, -0.65394], [-0.77496, -4.22330, 0.39923], [-0.70630, -4.99705, 1.50330], [0.50048, -4.75442, 2.11722], [1.12561, -3.78100, 1.30864], [2.45931, -3.13965, 1.48698], [0.34540, -3.45957, 0.28880], [-2.97774, -3.05928, -0.18636], [-4.13411, -3.37749, 0.43701], [-4.74662, -2.20482, 0.82350], [-3.87236, -1.19330, 0.38230], [-4.00423, 0.28990, 0.51010], [-2.81759, -1.72094, -0.22168], [-2.64852, -5.40290, -0.92422], [-3.33583, -5.66552, -2.05414], [-4.05279, -6.82389, -1.85680], [-3.74315, -7.20613, -0.53760], [-4.24042, -8.37954, 0.24445], [-2.90323, -6.34074, 0.01334], [0.88982, -1.50649, -4.97934], [-0.84239, -1.36086, -5.31634], [-0.12062, -0.47414, -3.97820], [0.81106, -4.27631, -4.45685], [-0.32940, -5.57115, -2.32234], [-1.50928, -5.67021, 1.74508], [0.88017, -5.21337, 3.01584], [3.25067, -3.88743, 1.57622], [2.68850, -2.50436, 0.63119], [2.48452, -2.51727, 2.38196], [-4.42601, -4.40642, 0.56631], [-5.68474, -2.08845, 1.34038], [-5.03560, 0.56592, 0.73653], [-3.37966, 0.70860, 1.30806], [-3.72782, 0.78863, -0.42032], [-3.25769, -5.01350, -2.90798], [-4.69485, -7.32351, -2.56392], [-4.47631, -9.22024, -0.40945], [-3.48132, -8.69821, 0.95859], [-5.14496, -8.13207, 0.80506], [-1.08360, 3.76003, 2.36180], [-1.54589, 2.40085, 3.39966], [-1.04007, 1.15713, 3.11218], [-1.39550, 0.15431, 3.97157], [-0.88647, -1.52540, 3.59884], [-2.14820, 0.34854, 5.12849], [-2.43981, -0.92129, 6.27562], [-2.65989, 1.62564, 5.36711], [-3.60771, 1.92672, 6.78758], [-2.38717, 2.66828, 4.47840], [-3.08930, 4.22940, 4.74672], [1.01831, 1.92936, -0.23949], [1.21357, 2.37794, -1.55382], [2.07274, 3.49036, -1.55623], [3.43323, 0.14701, -4.38646], [2.52824, 0.77847, -3.22368], [1.84983, 1.22256, -2.37508], [-3.18897, 4.54028, -0.58897], [-1.53297, 5.04870, -1.52802], [-2.08190, 6.41625, -2.86206], [-0.27401, 5.92732, -0.28503], [-0.54116, 3.07724, -2.56751], [0.04856, 3.57908, -4.38230], [0.71463, 4.78827, -4.59757], [1.18271, 5.14086, -5.85679], [0.99925, 4.28125, -6.93326], [0.35038, 3.07069, -6.73486], [-0.12098, 2.72788, -5.47281], [-2.13873, 1.96973, -2.96555], [-3.20573, 2.61353, -3.60893], [-4.35659, 1.93388, -3.97555], [-4.47214, 0.57099, -3.71220], [-3.42988, -0.08930, -3.08368], [-2.28161, 0.60953, -2.71368], [-3.47435, 5.31655, 0.12485], [-3.07381, 3.60581, -0.04259], [-3.99162, 4.41826, -1.31920], [-2.14940, 7.40003, -2.38923], [-3.06648, 6.17352, -3.26753], [-1.37524, 6.47726, -3.69115], [-0.81098, 6.51627, 0.46243], [0.37887, 6.59641, -0.85034], [0.35168, 5.19380, 0.22331], [0.88272, 5.46632, -3.76664], [1.69612, 6.08592, -5.99326], [1.36625, 4.54909, -7.91691], [0.21345, 2.38546, -7.56326], [-0.62902, 1.77861, -5.33856], [-3.13304, 3.67270, -3.84076], [-5.16149, 2.46671, -4.46956], [-5.36914, 0.03247, -3.99501], [-3.47121, -1.14675, -2.85613], [-1.51651, 0.01160, -2.23109], [1.70168, -0.38004, 5.79677], [1.72697, 0.91846, 5.16298], [2.37420, 1.22056, 4.01046], [3.46923, 0.15670, 3.01462], [2.11169, 2.52610, 3.74833], [1.32066, 3.07709, 4.74249], [0.81952, 4.35003, 4.94718], [0.05678, 4.55285, 6.08897], [-0.19752, 3.51999, 6.98896], [0.30856, 2.24359, 6.78326], [1.07533, 2.04558, 5.64865], [2.12420, -1.10199, 5.10322], [0.67301, -0.65756, 6.01862], [2.29085, -0.36296, 6.71638], [2.37952, 2.94343, 2.87161], [0.98457, 5.14171, 4.22895], [-0.37731, 5.52787, 6.26758], [-0.82611, 3.70934, 7.84909], [0.08982, 1.43199, 7.46562]]}

---

(2)
{"formula": "H22O11", "method": "wB97M-V/def2-TZVPD", "lumo_energy_ev": -0.567, "homo_lumo_gap_ev": 9.12, "total_energy_ha": -840.80928, "smiles": "O.O.O.O.O.O.O.O.O.O.O", "relative_energy_kj_mol": 186.02, "multiplicity": 1, "elements": ["O", "H", "H", "O", "H", "H", "O", "H", "H", "O", "H", "H", "O", "H", "H", "O", "H", "H", "O", "H", "H", "O", "H", "H", "O", "H", "H", "O", "H", "H", "O", "H", "H"], "coordinates": [[-0.09994, -1.40348, -3.56455], [-0.46194, -2.01148, -4.21355], [-0.81994, -1.26948, -2.93755], [0.68406, 2.04352, -2.09955], [1.37006, 2.66352, -2.12255], [-0.02994, 2.53052, -2.55055], [2.49306, -1.03148, 1.95345], [2.89006, -0.20248, 2.38545], [2.57806, -0.95948, 0.99145], [0.08106, -0.10448, -0.24655], [0.09706, 0.23952, 0.66645], [-0.00094, 0.66752, -0.81755], [-2.40494, -1.00648, 0.80245], [-1.57794, -1.14648, 0.36045], [-3.05894, -1.36948, 0.17945], [0.60206, -2.66448, -0.00155], [1.48506, -3.06348, -0.11955], [0.61306, -1.80148, -0.45355], [-1.28394, -1.82948, 3.26045], [-0.76194, -1.03648, 3.10145], [-1.93094, -1.77748, 2.58345], [-2.89094, 1.66552, 1.34345], [-2.09994, 1.97652, 0.91645], [-2.76694, 0.70752, 1.33245], [0.22006, 0.12152, 2.39645], [1.03806, -0.39848, 2.21045], [0.58606, 0.98852, 2.68645], [2.39606, 0.19252, -3.27955], [1.61606, 0.61052, -2.97155], [2.21706, -0.27748, -4.08855], [-0.65294, 2.95552, 0.65745], [-0.22594, 2.78952, 1.52945], [0.10106, 3.20152, 0.10945]]}

---

(3)
{"formula": "C26H28Cl2N2OPPd", "method": "wB97M-V/def2-TZVPD", "total_charge": 1, "lumo_energy_ev": -3.281, "homo_lumo_gap_ev": 7.36, "total_energy_ha": -2581.71315, "relative_energy_kj_mol": 43.16, "multiplicity": 1, "elements": ["Pd", "O", "C", "C", "C", "C", "C", "C", "C", "P", "C", "C", "C", "C", "C", "C", "C", "C", "C", "C", "C", "C", "H", "H", "H", "H", "H", "H", "H", "H", "H", "H", "H", "H", "H", "H", "C", "C", "N", "C", "C", "N", "C", "C", "H", "H", "H", "H", "H", "H", "H", "H", "H", "H", "H", "H", "Cl", "C", "Cl", "H", "H"], "coordinates": [[-0.83460, -0.14273, -0.96885], [-0.99170, 2.22927, -1.94761], [-0.24147, 1.68511, -1.20815], [0.96455, 2.21660, -0.51248], [1.20083, 3.58119, -0.45040], [2.31575, 4.03082, 0.24797], [3.17307, 3.11383, 0.84625], [2.94751, 1.74477, 0.74555], [1.83800, 1.29198, 0.05177], [1.38600, -0.44736, -0.27966], [2.12893, -0.79821, -1.91028], [2.93578, 0.08115, -2.62090], [3.31122, -0.20888, -3.92761], [2.89662, -1.38576, -4.52753], [2.10943, -2.28417, -3.81522], [1.72487, -1.98657, -2.52211], [2.27608, -1.50209, 0.87787], [3.43809, -2.17732, 0.51128], [4.11330, -2.94494, 1.44851], [3.63508, -3.03908, 2.74761], [2.47669, -2.36909, 3.11813], [1.79555, -1.60659, 2.18497], [0.51155, 4.26997, -0.92053], [2.50899, 5.09077, 0.33287], [4.03550, 3.47197, 1.39314], [3.63076, 1.03409, 1.19453], [3.27447, 1.00306, -2.16302], [3.93177, 0.48887, -4.47386], [3.18719, -1.60775, -5.54548], [1.79325, -3.21242, -4.27261], [1.11694, -2.69059, -1.96136], [3.81244, -2.10774, -0.50151], [5.01458, -3.47013, 1.16267], [4.16423, -3.64068, 3.47469], [2.10361, -2.44758, 4.13040], [0.88574, -1.09020, 2.47002], [-1.96904, -0.12291, 1.91980], [-2.99128, 0.09251, 3.06406], [-4.13369, 0.86249, 2.58289], [-4.82030, 0.10087, 1.54445], [-3.83078, -0.25411, 0.40581], [-2.51793, 0.39251, 0.64392], [-2.74450, 1.84969, 0.79263], [-3.66107, 2.12190, 2.01166], [-1.72640, -1.17945, 1.78411], [-1.03636, 0.41444, 2.10831], [-2.53537, 0.62765, 3.89801], [-3.36000, -0.86105, 3.44462], [-5.64557, 0.70576, 1.16675], [-5.24576, -0.79872, 1.99074], [-4.19568, 0.09252, -0.55951], [-3.65583, -1.33250, 0.35462], [-3.17529, 2.21172, -0.14180], [-1.77270, 2.33048, 0.92276], [-4.52505, 2.72228, 1.72550], [-3.12396, 2.66662, 2.78938], [-3.93907, 0.25764, -3.25811], [-3.70513, -1.45648, -2.95856], [-1.97450, -1.86485, -2.80197], [-4.08362, -2.02038, -3.80227], [-4.20171, -1.73222, -2.03683]]}

---

(4)
{"formula": "C3H9NO2", "method": "wB97M-V/def2-TZVPD", "lumo_energy_ev": 0.682, "homo_lumo_gap_ev": 10.50, "total_energy_ha": -324.93568, "smiles": "CC(N)=O.CO", "relative_energy_kj_mol": 96.97, "multiplicity": 1, "elements": ["C", "O", "H", "H", "H", "H", "C", "C", "O", "N", "H", "H", "H", "H", "H"], "coordinates": [[2.00172, 0.94397, 1.89089], [3.05519, 0.47711, 1.06322], [2.69529, 0.36119, 0.19872], [1.65915, 0.18345, 2.60299], [2.33129, 1.78039, 2.51819], [1.15818, 1.26361, 1.28591], [-1.25808, 0.29741, -2.02181], [-1.28922, -0.39302, -0.66277], [-0.67124, 0.03930, 0.29147], [-2.13388, -1.47204, -0.58154], [-2.07820, -2.17199, 0.12448], [-2.72805, -1.70884, -1.37472], [-1.45773, -0.35391, -2.87453], [-0.25869, 0.68487, -2.21341], [-1.95878, 1.12588, -2.00079]]}